# 1
A structure of composition C4H13AlB2NO3. Source: the Open Molecules 2025 dataset; level of theory: ωB97M-V with the def2-TZVPD basis set.

The geometry in XYZ format:
```
24
Properties=species:S:1:pos:R:3:lowdin_charge:R:1
C -1.377 -2.908 -0.205 -0.13
C -2.050 -1.738 0.539 -0.24
B -1.666 -0.321 -0.074 -0.50
O -2.599 0.110 -1.041 0.00
Al 0.072 0.878 0.384 0.46
C 0.529 1.924 -1.369 -0.25
C 0.490 3.408 -1.335 -0.40
O 0.701 4.137 -0.385 -0.03
B 1.836 -0.249 0.917 -0.65
N 2.742 0.276 1.906 0.09
O 2.287 -1.460 0.317 -0.02
H -1.640 -2.913 -1.269 0.07
H -1.717 -3.870 0.202 0.06
H -0.288 -2.883 -0.095 0.06
H -1.784 -1.803 1.600 0.08
H -3.142 -1.867 0.467 0.08
H -2.763 1.052 -0.934 0.06
H -0.233 1.948 1.577 -0.07
H -0.140 1.614 -2.183 0.04
H 1.548 1.659 -1.690 0.06
H 0.257 3.910 -2.308 0.09
H 2.318 0.854 2.615 0.04
H 3.400 -0.389 2.299 0.05
H 3.216 -1.370 0.067 0.06
```

HOMO: -3.7 eV
Spin multiplicity: 1
Net charge: -1


# 2
A structure of composition C80H75HgIN2O4P4SSi. Source: the Open Molecules 2025 dataset; level of theory: ωB97M-V with the def2-TZVPD basis set.

The geometry in XYZ format:
```
169
Properties=species:S:1:pos:R:3:lowdin_charge:R:1
Hg 0.328 -0.903 -0.058 1.02
I 0.850 -4.262 0.730 1.06
C 2.025 -4.648 2.420 -0.61
C 1.755 -5.847 3.017 -0.19
C 2.522 -6.287 4.111 -0.09
C 3.566 -5.526 4.532 -0.05
C 3.879 -4.291 3.909 -0.16
C 5.035 -3.608 4.332 -0.05
C 5.409 -2.462 3.699 -0.06
C 4.587 -1.934 2.699 -0.14
C 3.393 -2.489 2.272 -0.23
P 2.559 -0.962 1.117 0.90
C 3.935 -1.335 -0.155 -0.26
C 4.481 -2.618 -0.262 -0.09
C 5.434 -2.938 -1.219 -0.08
C 5.869 -1.986 -2.127 -0.09
C 5.285 -0.729 -2.090 -0.11
C 4.312 -0.425 -1.146 -0.09
C 2.217 -0.308 2.835 -0.28
C 1.137 -1.079 3.366 -0.15
C 0.542 -1.038 4.583 -0.02
C 1.125 1.371 5.153 -0.26
C 2.507 1.449 4.582 -0.05
C 2.940 0.704 3.540 -0.13
C 3.069 -3.769 2.839 -0.20
H 0.954 -6.466 2.636 0.07
H 2.292 -7.234 4.584 0.10
H 4.198 -5.858 5.347 0.11
H 5.619 -4.022 5.146 0.10
H 6.319 -1.946 3.981 0.10
H 4.913 -1.007 2.242 0.09
H 4.179 -3.402 0.417 0.09
H 5.844 -3.939 -1.245 0.10
H 6.629 -2.226 -2.860 0.10
H 5.597 0.032 -2.797 0.10
H 3.836 0.538 -1.187 0.08
H 0.753 -1.843 2.693 0.04
H -0.260 -1.742 4.777 0.11
H 1.049 2.014 6.031 0.13
H 3.226 2.096 5.074 0.10
H 3.958 0.888 3.221 0.08
O -1.996 1.377 1.742 -0.35
P -2.299 2.066 3.027 0.72
C -2.104 3.910 2.973 -0.29
P -2.105 4.810 1.397 0.70
O -1.402 4.161 0.272 -0.32
C -1.329 6.405 1.810 -0.28
C -0.644 7.041 0.776 -0.09
C -0.103 8.305 0.967 -0.09
C -0.239 8.938 2.195 -0.10
C -0.916 8.307 3.230 -0.09
C -1.464 7.047 3.036 -0.07
C -3.830 5.315 1.085 -0.24
C -4.091 6.499 0.391 -0.07
C -5.395 6.922 0.192 -0.09
C -6.455 6.171 0.687 -0.10
C -6.206 4.985 1.359 -0.08
C -4.899 4.557 1.552 -0.06
C -4.025 1.736 3.502 -0.31
C -4.802 2.539 4.331 -0.12
C -6.080 2.140 4.697 -0.09
C -6.583 0.925 4.252 -0.10
C -5.808 0.113 3.434 -0.08
C -4.536 0.519 3.056 -0.06
C -1.274 1.619 4.438 -0.34
C 0.066 1.776 4.175 -0.13
C 0.883 -0.122 5.712 -0.27
C -0.119 -0.145 6.809 -0.14
C -1.352 0.408 6.687 -0.17
C -1.930 1.097 5.585 -0.13
H -1.078 4.018 3.339 0.06
H -2.775 4.392 3.686 0.05
H -0.536 6.527 -0.172 0.11
H 0.425 8.795 0.158 0.10
H 0.186 9.923 2.349 0.10
H -1.016 8.798 4.190 0.10
H -1.995 6.564 3.849 0.10
H -3.271 7.093 0.008 0.10
H -5.588 7.839 -0.352 0.10
H -7.473 6.508 0.536 0.10
H -7.027 4.386 1.733 0.10
H -4.713 3.621 2.058 0.08
H -4.413 3.483 4.697 0.10
H -6.682 2.776 5.337 0.10
H -7.578 0.613 4.546 0.10
H -6.193 -0.842 3.097 0.10
H -3.921 -0.096 2.411 0.10
H 0.373 2.043 3.166 0.09
H 1.850 -0.452 6.115 0.14
H 0.180 -0.554 7.769 0.07
H -2.012 0.293 7.546 0.08
H -2.992 1.285 5.663 0.05
C -4.768 -3.988 -2.000 -0.18
Si -3.503 -4.191 -0.626 0.39
C -2.578 -5.793 -0.897 -0.19
C -4.428 -4.221 1.002 -0.18
C -2.296 -2.820 -0.596 -0.28
C -1.402 -1.993 -0.530 -0.33
H -5.603 -4.678 -1.850 0.03
H -4.325 -4.203 -2.974 0.01
H -5.176 -2.975 -2.033 0.01
H -3.251 -6.652 -0.965 0.03
H -1.875 -5.966 -0.079 -0.01
H -1.995 -5.736 -1.821 0.03
H -5.042 -5.121 1.093 0.03
H -5.085 -3.352 1.091 0.02
H -3.729 -4.197 1.842 0.03
O 1.284 -1.426 -2.607 -0.37
P 1.453 -1.999 -3.970 0.78
C 2.111 -0.817 -5.174 -0.27
C 3.309 -0.187 -4.833 -0.07
C 3.869 0.751 -5.685 -0.07
C 3.232 1.067 -6.881 -0.09
C 2.036 0.452 -7.216 -0.09
C 1.471 -0.487 -6.363 -0.07
C -0.069 -2.626 -4.701 -0.27
C -1.278 -2.205 -4.160 -0.05
C -2.469 -2.594 -4.761 -0.07
C -2.450 -3.418 -5.876 -0.08
C -1.241 -3.864 -6.399 -0.08
C -0.050 -3.463 -5.818 -0.08
C 2.580 -3.412 -4.021 -0.26
C 3.552 -3.611 -4.996 -0.08
C 4.353 -4.744 -4.948 -0.08
C 4.181 -5.679 -3.937 -0.09
C 3.203 -5.489 -2.969 -0.07
C 2.407 -4.357 -3.010 -0.08
H 3.785 -0.440 -3.894 0.08
H 4.799 1.239 -5.421 0.10
H 3.666 1.805 -7.545 0.10
H 1.532 0.713 -8.138 0.10
H 0.528 -0.954 -6.620 0.11
H -1.276 -1.591 -3.268 0.07
H -3.410 -2.243 -4.360 0.08
H -3.382 -3.724 -6.338 0.10
H -1.231 -4.522 -7.260 0.10
H 0.898 -3.800 -6.223 0.11
H 3.686 -2.882 -5.787 0.10
H 5.115 -4.898 -5.702 0.10
H 4.822 -6.551 -3.896 0.10
H 3.068 -6.211 -2.172 0.11
H 1.649 -4.190 -2.253 0.05
N -4.018 -0.074 -1.606 0.12
C -3.199 0.387 -2.582 -0.68
N -1.936 0.586 -2.456 0.11
C -1.405 1.186 -3.582 -0.32
C -0.076 1.576 -3.725 -0.01
C 0.312 2.215 -4.889 -0.10
C -0.598 2.450 -5.921 -0.11
C -1.920 2.046 -5.804 -0.10
C -2.311 1.419 -4.629 -0.49
S -3.890 0.854 -4.160 1.03
H -3.538 -0.546 -0.849 0.07
H -4.911 -0.445 -1.873 0.08
H 0.619 1.374 -2.918 0.11
H 1.342 2.531 -5.005 0.10
H -0.271 2.954 -6.823 0.10
H -2.631 2.226 -6.601 0.10
C 2.617 2.927 -0.400 -0.05
C 2.962 1.946 0.707 -0.50
C 4.487 1.930 0.920 -0.06
O 2.388 0.693 0.370 -0.48
H 2.981 3.925 -0.142 0.08
H 1.541 2.968 -0.543 0.08
H 3.083 2.620 -1.344 0.07
H 2.504 2.306 1.633 0.12
H 5.025 2.057 -0.022 0.07
H 4.819 0.991 1.360 0.05
H 4.772 2.744 1.589 0.08
```

HOMO (alpha / beta): -2.6 / -2.6 eV
Spin multiplicity: 2
Net charge: -1
ΔE to the lowest compared entry with this formula, charge and spin: 400.6 kJ/mol


# 3
A cluster of 4 separate species, C30H57BN2O6P in total. Source: the Open Molecules 2025 dataset; level of theory: ωB97M-V with the def2-TZVPD basis set.

The geometry in XYZ format:
```
97
Properties=species:S:1:pos:R:3:lowdin_charge:R:1
C -0.616 -1.445 5.195 0.16
C 0.041 -0.585 4.427 -0.05
C 1.178 -0.084 3.393 0.00
C 0.815 -0.173 1.836 0.12
C -0.609 -0.725 1.295 -0.24
O -0.662 -1.658 0.398 0.06
O -1.889 -0.267 1.784 -0.13
N -1.823 1.032 2.221 0.03
C 1.991 0.291 0.854 -0.04
O 1.852 0.236 -0.592 0.08
B 2.313 -1.121 -0.959 -0.54
O 1.742 -1.853 -2.096 0.10
O 3.332 -1.850 -0.197 0.09
C 3.373 0.796 1.486 0.09
N 3.621 0.846 2.934 -0.23
P 5.227 1.380 3.499 0.91
C 6.476 0.165 2.751 -0.29
C 5.598 3.183 3.045 -0.29
C 2.600 0.433 3.920 -0.08
C 2.806 0.415 5.514 -0.12
C 1.839 1.440 6.319 -0.16
O 1.511 1.075 7.510 -0.01
H -1.218 -2.093 5.924 0.10
H -2.054 0.994 3.245 0.11
H -2.668 1.498 1.809 0.13
H 1.210 -2.609 -1.715 0.13
H 2.846 -2.496 0.380 0.13
H 4.207 1.107 0.742 0.16
H 7.373 0.021 3.482 0.07
H 6.802 0.400 1.674 0.05
H 5.948 -0.877 2.723 0.06
H 6.453 3.332 2.291 0.06
H 4.659 3.781 2.690 0.07
H 5.924 3.705 4.035 0.06
H 3.884 0.650 5.859 0.10
H 2.592 -0.669 5.892 0.15
H 1.459 2.452 5.908 0.15
C -4.995 0.236 -4.473 -0.11
C -4.022 1.355 -4.134 -0.27
C -2.557 0.965 -4.338 -0.22
C -2.058 -0.185 -3.455 -0.21
C -2.203 0.040 -1.949 -0.26
C -1.392 1.216 -1.439 -0.10
H -4.852 -0.635 -3.827 0.07
H -6.026 0.579 -4.341 0.07
H -4.877 -0.082 -5.513 0.08
H -4.191 1.690 -3.105 0.10
H -4.244 2.215 -4.775 0.11
H -1.932 1.849 -4.172 0.09
H -2.407 0.684 -5.387 0.11
H -1.002 -0.366 -3.688 0.11
H -2.586 -1.106 -3.724 0.10
H -1.865 -0.862 -1.429 0.08
H -3.255 0.172 -1.680 0.11
H -0.328 1.077 -1.655 0.06
H -1.509 1.307 -0.355 0.05
H -1.715 2.158 -1.888 0.07
C 2.184 3.425 -2.011 -0.12
C 2.022 4.650 -2.897 -0.27
C 0.823 4.558 -3.842 -0.22
C 0.883 3.417 -4.864 -0.23
C 2.110 3.425 -5.779 -0.27
C 2.190 4.662 -6.663 -0.11
H 2.368 2.522 -2.599 0.06
H 3.034 3.558 -1.333 0.06
H 1.289 3.264 -1.401 0.07
H 2.944 4.821 -3.462 0.10
H 1.890 5.529 -2.255 0.11
H 0.716 5.512 -4.368 0.10
H -0.090 4.440 -3.247 0.11
H -0.021 3.459 -5.482 0.11
H 0.843 2.456 -4.339 0.09
H 2.067 2.540 -6.423 0.11
H 3.028 3.333 -5.191 0.10
H 1.301 4.748 -7.294 0.08
H 3.065 4.603 -7.316 0.07
H 2.282 5.577 -6.071 0.07
C -3.357 -2.744 2.825 -0.10
C -2.546 -3.927 3.332 -0.27
C -2.182 -4.926 2.232 -0.22
C -3.372 -5.609 1.551 -0.22
C -4.309 -6.375 2.488 -0.27
C -3.627 -7.536 3.200 -0.11
H -4.318 -3.059 2.413 0.08
H -3.560 -2.046 3.645 0.07
H -2.809 -2.201 2.049 0.05
H -3.090 -4.427 4.140 0.10
H -1.617 -3.549 3.777 0.07
H -1.518 -5.688 2.655 0.10
H -1.594 -4.410 1.464 0.10
H -2.986 -6.300 0.792 0.11
H -3.958 -4.862 1.005 0.10
H -5.142 -6.771 1.898 0.11
H -4.750 -5.699 3.227 0.10
H -3.219 -8.249 2.478 0.08
H -4.346 -8.065 3.831 0.07
H -2.812 -7.193 3.844 0.06
```

HOMO: -12.3 eV
Spin multiplicity: 1
Net charge: +1


# 4
A structure of composition C2HFO2Zn. Source: the Open Molecules 2025 dataset; level of theory: ωB97M-V with the def2-TZVPD basis set.

The geometry in XYZ format:
```
7
Properties=species:S:1:pos:R:3:lowdin_charge:R:1
C -0.274 -1.259 -0.408 -0.22
C 0.894 -0.906 -0.271 -0.31
O -1.559 -0.926 -0.341 -0.10
H -1.677 0.062 -0.025 0.05
Zn 2.138 1.562 0.551 0.69
O 1.764 -0.005 0.040 -0.47
F -1.285 1.471 0.453 -0.65
```

HOMO (alpha / beta): -3.4 / -3.4 eV
Spin multiplicity: 2
Net charge: -1


# 5
The ion C10H3F9N3O4 with charge -1. Source: the Open Molecules 2025 dataset; level of theory: ωB97M-V with the def2-TZVPD basis set.

The geometry in XYZ format:
```
29
Properties=species:S:1:pos:R:3:lowdin_charge:R:1
C -2.843 -1.490 0.834 -0.01
C -1.999 -0.505 -0.090 -0.36
C -1.747 -1.327 -1.415 -0.17
N -1.337 -1.567 -2.456 0.18
O -2.851 0.647 -0.321 -0.04
N -3.307 0.541 -1.640 -0.03
O -3.441 1.607 -2.112 0.09
C -0.609 -0.109 0.595 -0.12
C 0.250 -1.397 0.536 -0.17
N 0.848 -2.370 0.535 0.20
C -0.872 0.150 2.170 -0.64
O -1.846 0.791 2.580 -0.01
O -0.049 -0.380 3.013 -0.06
C 0.072 1.143 -0.087 -0.28
F -0.300 1.305 -1.420 0.10
F -0.479 2.252 0.552 0.10
C 1.633 1.277 0.129 -0.26
F 1.905 2.646 0.083 0.10
F 2.027 0.898 1.389 0.14
C 2.545 0.620 -0.985 -0.27
F 1.933 -0.328 -1.758 0.13
F 2.988 1.614 -1.842 0.11
C 3.871 -0.062 -0.415 -0.45
F 3.596 -1.168 0.324 0.15
F 4.656 -0.392 -1.499 0.12
F 4.619 0.817 0.316 0.14
H -3.676 -1.862 0.167 0.09
H -2.254 -2.393 1.135 0.10
H -3.332 -0.959 1.682 0.10
```

Structure (SMILES): C[C@@](C#N)(ON=O)[C@](C#N)(C(=O)[O-])C(F)(F)C(F)(F)C(F)(F)C(F)(F)F
HOMO: -5.3 eV
Spin multiplicity: 1
Net charge: -1